The following is a DFT calculation (wB97M-V/def2-TZVPD) of an isolated molecule of C21H32N2O4.

XYZ file:
```
59
Properties=species:S:1:pos:R:3:forces:R:3
C 7.8383 0.7723 -0.8848 0.13 -0.06 -0.13
O 6.8359 1.1527 0.0249 -0.27 0.06 0.19
C 5.5779 0.6510 -0.1540 -0.13 -0.10 -0.09
C 5.1947 -0.2090 -1.1697 0.45 0.23 0.13
C 3.8803 -0.6474 -1.2437 -0.24 0.00 0.09
C 2.9367 -0.2418 -0.3173 0.28 0.00 -0.10
N 1.5959 -0.6421 -0.3332 0.00 0.37 0.50
C 0.9998 -1.4970 -1.1826 -0.63 -0.11 -0.09
O 1.5328 -2.0819 -2.1068 0.17 -0.14 -0.16
C -0.4959 -1.7365 -0.8836 0.33 -0.18 0.26
C -0.6643 -2.4407 0.4692 -0.37 0.12 -0.07
C -2.1032 -2.9027 0.7337 0.19 -0.16 0.13
C -2.4742 -4.1152 -0.1169 -0.04 0.31 0.06
C -2.2695 -3.2335 2.2154 -0.07 0.17 -0.24
N -1.2987 -0.5221 -0.9759 -0.10 -0.20 -0.43
C -1.3420 0.4802 -0.0799 -0.35 0.41 -0.23
O -0.6241 0.5310 0.9069 0.12 0.03 0.37
C -2.3816 1.5675 -0.3207 -0.06 -0.27 0.08
C -2.9730 1.6608 -1.7253 0.17 0.35 0.04
C -3.9390 2.8433 -1.7966 -0.20 -0.27 -0.09
C -5.0639 2.6733 -0.7795 0.14 0.29 0.08
C -4.4959 2.5359 0.6300 -0.18 -0.27 -0.10
C -3.5108 1.3737 0.7022 0.14 0.31 0.16
C 3.3282 0.6306 0.7215 0.14 -0.09 -0.16
O 2.3460 0.9762 1.6009 0.07 -0.31 -0.44
C 2.6477 1.8759 2.6362 0.01 0.17 0.22
C 4.6359 1.0672 0.7907 0.01 0.06 0.08
H 7.5974 1.0895 -1.9047 0.00 -0.03 0.03
H 8.0039 -0.3098 -0.8715 -0.02 0.03 -0.02
H 8.7441 1.2790 -0.5549 -0.04 -0.06 -0.06
H 5.8966 -0.5505 -1.9124 0.10 -0.01 -0.06
H 3.5825 -1.3166 -2.0330 -0.03 -0.01 0.00
H 1.0187 -0.1949 0.3832 -0.08 -0.18 -0.19
H -0.8445 -2.3990 -1.6812 0.14 0.16 0.08
H 0.0065 -3.3016 0.4906 0.06 -0.05 0.01
H -0.3638 -1.7543 1.2606 0.08 -0.09 -0.01
H -2.7819 -2.0773 0.4898 0.02 -0.01 0.01
H -3.4974 -4.4222 0.0883 -0.10 -0.08 -0.03
H -2.3944 -3.8976 -1.1790 -0.01 -0.06 -0.16
H -1.8147 -4.9497 0.1108 0.08 -0.13 0.02
H -1.5870 -4.0300 2.5034 0.09 -0.12 0.08
H -3.2860 -3.5606 2.4229 -0.10 -0.06 0.08
H -2.0578 -2.3600 2.8273 0.03 0.07 0.12
H -1.8863 -0.4504 -1.7887 0.01 0.10 0.07
H -1.8793 2.5127 -0.0854 0.04 -0.09 -0.01
H -3.5346 0.7527 -1.9636 0.01 -0.10 -0.05
H -2.1794 1.7887 -2.4657 0.00 -0.09 -0.05
H -4.3560 2.9179 -2.8031 0.05 0.07 -0.01
H -3.3972 3.7686 -1.5899 0.04 0.07 -0.04
H -5.7386 3.5302 -0.8263 -0.08 -0.04 -0.03
H -5.6425 1.7797 -1.0259 -0.08 -0.03 -0.03
H -5.3062 2.3762 1.3440 0.02 0.07 0.05
H -3.9839 3.4602 0.9059 0.01 0.06 0.07
H -4.0325 0.4361 0.4913 -0.01 -0.09 0.00
H -3.0812 1.3036 1.7027 0.00 -0.07 -0.01
H 2.9941 2.8379 2.2450 0.00 -0.05 0.00
H 3.4024 1.4681 3.3165 -0.02 0.02 -0.05
H 1.7119 2.0186 3.1741 0.09 0.03 0.01
H 4.9733 1.7329 1.5675 -0.01 0.08 0.12
```
Forces are in eV/Å.

The calculation puts the LUMO energy at 0.70 eV. As for the structure (SMILES): COc1ccc(NC(=O)[C@@H](CC(C)C)NC(=O)C2CCCCC2)c(OC)c1. The relative energy (zero: lowest compared OMol25 entry of this formula, charge and spin) is 3.4 kJ/mol. For the HOMO-LUMO gap, the calculation gives 8.20 eV. Its electronic energy is -1229.9212 Eh. The HOMO energy comes out at -7.5 eV. For the max |F|, the calculation gives 0.01261 Eh/bohr.

Löwdin atomic charge list, values in e, 8 entries:
1 C -0.10
2 O -0.09
3 C -0.28
4 C -0.03
5 C 0.00
6 C -0.14
7 N 0.17
8 C -0.42

The following is a DFT calculation (wB97M-V/def2-TZVPD) of a cluster of 2 separate species, CClF3S in total.

XYZ file:
```
6
Properties=species:S:1:pos:R:3:forces:R:3
C -0.8067 0.4960 -0.1616 -2.87 -2.47 -0.42
F -1.4558 0.8491 0.9367 0.87 0.56 -0.25
F -1.7782 -0.1144 -0.9630 1.65 0.76 0.86
F 2.4458 -0.7218 0.6556 -1.05 -1.40 -0.12
S 1.4218 -2.0357 0.5393 0.89 1.62 0.07
Cl 0.1732 1.5269 -1.0070 0.52 0.93 -0.14
```
Forces are in eV/Å.

The calculation puts the LUMO energy (spin up / spin down) at -0.88 / -2.53 eV. The relative energy (zero: lowest compared OMol25 entry of this formula, charge and spin) is 283.6 kJ/mol. For the HOMO-LUMO gap (spin up / spin down), the calculation gives 9.27 / 7.04 eV. Its electronic energy is -1195.9332 Eh. The HOMO energy (spin up / spin down) comes out at -10.1 / -9.6 eV. For the max |F|, the calculation gives 0.07413 Eh/bohr.

Charges computed using Löwdin, reported in e:
1 C -0.82
2 F 0.06
3 F -0.03
4 F -0.62
5 S 0.63
6 Cl 0.79

The following is a DFT calculation (wB97M-V/def2-TZVPD) of a cluster of 4 separate species, C2H13NO3 in total.

XYZ file:
```
19
Properties=species:S:1:pos:R:3:forces:R:3
C -1.9346 -0.8220 -1.5780 4.24 2.44 -1.46
N -0.5450 -1.1549 -1.0274 -0.74 1.55 -0.83
C 0.4297 -0.1101 -1.5209 -1.01 0.11 -0.50
H -2.1668 0.0837 -0.9854 -0.52 -0.39 -0.92
H -1.8494 -0.6781 -2.7381 -0.10 0.58 1.92
H -2.6432 -1.5433 -1.5486 -2.00 -2.50 1.12
H -0.1684 -1.9662 -1.4612 -0.30 -1.10 -0.46
H 0.1652 0.2189 -2.6121 0.96 -0.90 1.58
H 1.4316 -0.5424 -1.3280 -0.42 0.55 -0.71
H 0.3718 0.8277 -0.9519 -0.13 -0.34 0.15
O 0.1412 0.6590 2.6389 -1.09 0.01 0.54
H 0.9638 0.8204 3.0796 0.71 0.31 0.57
H 0.4316 0.2213 1.8529 0.26 -0.53 -1.13
O 1.5883 -1.4084 1.1699 -0.21 -1.84 -2.43
H 0.8197 -1.6247 1.6665 -1.06 0.08 1.66
H 1.2908 -2.0346 0.4220 1.27 1.62 0.98
O 0.8049 2.9296 1.3771 0.95 2.19 -0.20
H 0.1445 2.3286 1.6927 -0.67 -0.41 0.74
H 0.7242 3.7956 1.8520 -0.14 -1.44 -0.63
```
Forces are in eV/Å.

The calculation puts the LUMO energy at 0.77 eV. As for the structure (SMILES): CNC.O.O.O. The relative energy (zero: lowest compared OMol25 entry of this formula, charge and spin) is 203.7 kJ/mol. For the HOMO-LUMO gap, the calculation gives 10.20 eV. Its electronic energy is -364.4100 Eh. The HOMO energy comes out at -9.4 eV. For the max |F|, the calculation gives 0.09921 Eh/bohr.

Löwdin atomic charge list, values in e, 8 entries:
1 C -0.11
2 N -0.19
3 C -0.14
4 H 0.09
5 H 0.10
6 H 0.01
7 H 0.06
8 H 0.10

Question: electronic energy of number 3 (C2H13NO3)?
Answer: -364.4100 Eh

Question: Look up the electronic energy of the second one.
Answer: -1195.9332 Eh